Entry 1:
{
  "formula": "C4H10N2O2",
  "method": "the ωB97M-V functional and the def2-TZVPD basis",
  "homo_ev": -8.58,
  "de_lowest_ev": 7.162,
  "e_tot_ev": -11379.7408,
  "elements": ["C", "O", "C", "C", "C", "N", "O", "N", "H", "H", "H", "H", "H", "H", "H", "H", "H", "H"],
  "coordinates": [[-1.71, -0.82, -0.20], [-2.53, 0.04, 0.32], [-0.49, -0.16, -0.94], [0.55, -0.06, 0.03], [1.94, 0.17, -0.39], [2.85, 0.44, 0.64], [2.30, 0.10, -1.54], [-0.90, 1.12, -1.55], [-2.19, -1.39, -1.01], [-1.30, -1.55, 0.53], [-1.86, 1.29, -1.22], [-0.14, -0.86, -1.73], [0.33, -0.22, 1.09], [-1.61, -0.60, 2.59], [2.58, 1.09, 1.36], [3.75, 0.64, 0.22], [-0.33, 1.88, -1.20], [-1.25, -1.10, 3.01]]
}


Entry 2:
{
  "formula": "C3H6N4",
  "method": "the ωB97M-V functional and the def2-TZVPD basis",
  "homo_ev": -9.41,
  "de_lowest_ev": 1.257,
  "e_tot_ev": -9167.5986,
  "elements": ["N", "C", "C", "C", "N", "N", "N", "H", "H", "H", "H", "H", "H"],
  "coordinates": [[-2.20, -0.62, -0.34], [-1.36, 0.39, 0.33], [0.13, 0.12, 0.17], [1.22, 0.90, -0.09], [2.25, 0.00, -0.15], [1.84, -1.24, 0.08], [0.56, -1.19, 0.26], [-1.93, -1.52, 0.10], [-1.87, -0.69, -1.29], [-1.69, 1.37, 0.03], [-1.59, 0.37, 1.42], [1.37, 1.96, -0.29], [3.27, 0.15, -0.24]]
}


Gap between HOMO and LUMO in eV, matching the order above: 5.307, 10.205